ORCA calculation (ωB97M-V/def2-TZVPD) on 2 unconnected molecules or ions with the total composition C5H13NP.

The geometry in XYZ format:
```
20
Properties=species:S:1:pos:R:3:mulliken_charge:R:1
C 0.36 -1.28 -0.51 -0.30
C 2.61 0.83 -1.90 -0.74
C -2.72 -1.02 1.70 -0.94
C 2.06 1.44 -0.71 -0.08
C -1.76 0.16 1.61 -0.42
N 0.26 -0.02 -0.39 -0.18
P -1.36 0.77 -0.07 0.09
H -0.58 -1.96 -0.64 0.20
H 1.23 -1.90 -0.65 0.32
H 2.78 -0.26 -2.12 0.33
H 1.84 1.17 -2.65 0.30
H 3.59 1.38 -2.04 0.31
H -2.82 -1.52 2.69 0.33
H -3.84 -0.96 1.34 0.28
H -2.36 -1.77 1.05 0.21
H 1.29 2.14 -0.73 0.28
H 2.44 1.30 0.30 0.31
H -0.79 0.03 2.17 0.34
H -2.24 1.08 2.05 0.35
H -0.60 1.83 0.51 0.01
```

Multiplicity: 1
Kohn-Sham gap, eV: 7.87
HOMO, eV: -13.46
Charge: +1

=====

ORCA calculation (ωB97M-V/def2-TZVPD) on a gas-phase ion, C5H13NP (charge +1).

The geometry in XYZ format:
```
20
Properties=species:S:1:pos:R:3:mulliken_charge:R:1
C -1.04 0.01 -0.13 0.74
C -1.82 -1.21 0.08 -1.31
C 1.63 1.39 -0.56 -1.14
C -1.80 1.29 -0.04 -1.15
C 1.66 -1.63 -0.41 -1.26
N 0.59 -0.12 1.76 -0.66
P 0.80 -0.05 0.20 0.84
H -2.72 -1.24 -0.51 0.48
H -1.06 -1.99 0.18 0.21
H -2.36 -1.23 1.02 0.41
H 1.54 2.28 0.12 0.38
H 1.15 1.69 -1.41 0.44
H 2.70 1.10 -0.83 0.36
H -1.77 1.51 -1.12 0.36
H -1.30 2.16 0.41 0.34
H -2.76 1.02 0.37 0.39
H 1.62 -1.68 -1.42 0.45
H 1.19 -2.38 0.20 0.42
H 2.70 -1.52 -0.30 0.43
H 1.05 0.60 2.38 0.27
```

Multiplicity: 1
Kohn-Sham gap (alpha / beta), eV: 7.62 / 7.62
HOMO (alpha / beta), eV: -13.53 / -13.53
Charge: +1

=====

ORCA calculation (ωB97M-V/def2-TZVPD) on 2 unconnected molecules or ions with the total composition C5H13NP.

The geometry in XYZ format:
```
20
Properties=species:S:1:pos:R:3:mulliken_charge:R:1
C -0.76 -1.55 -1.37 -0.30
C 2.29 1.42 -1.27 -0.48
C -2.29 -0.52 2.22 -1.08
C 2.23 0.16 -1.73 -0.09
C -0.85 -0.06 1.75 -0.40
N -0.38 -0.48 -0.85 -0.04
P -1.06 0.64 0.09 -0.01
H -1.74 -1.83 -1.56 0.33
H 0.01 -2.13 -1.84 0.24
H 3.09 1.66 -0.51 0.33
H 1.97 2.27 -1.93 0.32
H 1.43 1.70 -0.46 -0.02
H -2.23 -0.74 3.35 0.32
H -2.98 0.28 2.35 0.39
H -2.73 -1.46 1.69 0.30
H 2.89 -0.67 -1.20 0.24
H 1.77 -0.13 -2.71 0.29
H -0.17 -0.99 1.51 0.29
H -0.52 0.76 2.41 0.38
H 0.04 1.68 0.05 0.01
```

Multiplicity: 1
Kohn-Sham gap (alpha / beta), eV: 6.59 / 6.58
HOMO (alpha / beta), eV: -12.38 / -12.38
Charge: +1

=====

ORCA calculation (ωB97M-V/def2-TZVPD) on a single C5H13NS molecule.

The geometry in XYZ format:
```
20
Properties=species:S:1:pos:R:3:mulliken_charge:R:1
C -1.50 1.15 -1.39 -0.88
N -0.33 1.08 -0.50 -0.24
C 0.87 0.30 -0.11 0.42
C 1.88 1.29 0.35 -1.80
C 0.32 -0.76 0.88 -0.49
C -0.55 -1.75 0.14 -0.81
S -0.42 -3.44 0.87 -0.23
H -2.32 0.43 -1.36 0.26
H -1.91 2.13 -1.12 0.29
H -1.17 1.27 -2.43 0.28
H -0.31 1.99 -0.07 0.19
H 1.25 -0.09 -1.07 0.27
H 2.09 2.15 -0.29 0.42
H 1.69 1.76 1.35 0.39
H 2.76 0.74 0.71 0.40
H 1.15 -1.24 1.41 0.41
H -0.13 -0.27 1.75 0.32
H -1.62 -1.61 0.04 0.31
H -0.34 -1.80 -0.92 0.40
H -1.38 -3.37 1.75 0.11
```

Multiplicity: 1
Kohn-Sham gap, eV: 9.07
HOMO, eV: -8.05
SMILES string: CN[C@@H](C)CCS
Charge: 0

=====

ORCA calculation (ωB97M-V/def2-TZVPD) on 2 unconnected molecules or ions with the total composition C5H13NS.

The geometry in XYZ format:
```
20
Properties=species:S:1:pos:R:3:mulliken_charge:R:1
C 0.03 -0.26 1.38 -0.56
C 1.08 0.74 0.88 -0.39
C 0.71 1.59 -0.35 -0.77
S -1.00 2.14 -0.37 -0.18
C -0.47 -1.27 0.39 -0.79
N 0.61 -1.97 -0.32 -0.26
C 0.13 -2.98 -1.24 -0.91
H 0.36 -0.81 2.28 0.38
H -0.85 0.31 1.72 0.22
H 0.89 1.51 1.69 0.17
H 2.13 0.44 0.83 0.36
H 0.86 1.14 -1.35 0.39
H 1.41 2.45 -0.28 0.32
H -0.46 2.91 1.44 0.10
H -1.08 -0.81 -0.40 0.35
H -1.09 -2.03 0.87 0.43
H 1.28 -2.31 0.35 0.22
H -0.33 -2.41 -2.06 0.27
H 0.99 -3.53 -1.62 0.34
H -0.64 -3.66 -0.86 0.29
```

Multiplicity: 1
Kohn-Sham gap, eV: 7.68
HOMO, eV: -8.64
Charge: 0

=====

ORCA calculation (ωB97M-V/def2-TZVPD) on a single C5H13NS molecule.

The geometry in XYZ format:
```
20
Properties=species:S:1:pos:R:3:mulliken_charge:R:1
C 1.76 -0.34 -2.39 -0.84
N 0.84 0.47 -1.57 -0.41
C 1.03 0.16 -0.15 -0.60
C 0.09 0.98 0.71 -0.66
C -1.40 0.69 0.60 -0.64
C -1.83 -0.63 1.23 -0.65
S -1.60 -0.70 3.04 -0.23
H 1.39 -0.62 -3.37 0.33
H 2.70 0.21 -2.43 0.27
H 1.94 -1.30 -1.88 0.30
H -0.10 0.16 -1.81 0.25
H 0.88 -0.91 0.05 0.34
H 2.06 0.38 0.13 0.39
H 0.30 2.05 0.65 0.38
H 0.36 0.81 1.76 0.34
H -1.91 1.59 0.93 0.34
H -1.73 0.69 -0.45 0.32
H -1.31 -1.42 0.71 0.35
H -2.91 -0.75 1.12 0.32
H -0.57 -1.52 3.10 0.11
```

Multiplicity: 1
Kohn-Sham gap, eV: 9.92
HOMO, eV: -9.03
SMILES string: CNCCCCS
Charge: 0

=====

ORCA calculation (ωB97M-V/def2-TZVPD) on a single C5H13NS molecule.

The geometry in XYZ format:
```
20
Properties=species:S:1:pos:R:3:mulliken_charge:R:1
C 2.42 -0.55 -0.73 -0.89
N 1.13 -1.15 -0.99 -0.25
C 0.05 -0.32 -1.42 0.26
C -0.80 -0.86 -2.56 -1.45
C -0.94 0.13 -0.31 -0.88
C -0.27 0.16 1.06 -0.23
S -1.06 1.31 2.25 -0.23
H 2.59 -0.09 0.25 0.26
H 3.20 -1.31 -0.85 0.34
H 2.63 0.18 -1.51 0.26
H 0.97 -2.04 -0.56 0.22
H 0.43 0.67 -1.68 0.25
H -0.16 -1.46 -3.20 0.41
H -1.58 -1.56 -2.24 0.36
H -1.11 -0.01 -3.15 0.34
H -1.34 1.12 -0.52 0.45
H -1.74 -0.60 -0.24 0.28
H -0.37 -0.84 1.47 0.33
H 0.79 0.36 0.98 0.03
H -0.07 1.17 3.13 0.12
```

Multiplicity: 1
Kohn-Sham gap, eV: 9.38
HOMO, eV: -8.45
SMILES string: CN[C@@H](C)CCS
Charge: 0

=====

ORCA calculation (ωB97M-V/def2-TZVPD) on 2 unconnected molecules or ions with the total composition C5H13NS2.

The geometry in XYZ format:
```
21
Properties=species:S:1:pos:R:3:mulliken_charge:R:1
C -0.52 -2.43 0.03 -1.03
C 0.75 -2.30 0.47 0.91
C 1.96 -2.37 -0.39 -1.34
N 0.99 -2.03 1.81 -0.46
H -1.33 -2.13 0.67 0.24
H -0.70 -2.91 -0.91 0.29
H 2.56 -3.24 -0.10 0.40
H 2.63 -1.52 -0.29 0.31
H 1.72 -2.49 -1.45 0.31
H 1.86 -1.60 2.08 0.20
H 0.24 -1.94 2.45 0.18
C -2.54 4.03 -0.43 -0.87
S -2.04 2.35 -0.85 -0.05
S 0.02 2.65 -0.76 -0.07
C 0.50 0.95 -0.39 -0.92
H -2.24 4.23 0.60 0.31
H -2.06 4.75 -1.09 0.28
H -3.61 4.15 -0.51 0.31
H 0.05 0.27 -1.10 0.33
H 1.58 0.88 -0.47 0.29
H 0.17 0.70 0.62 0.38
```

Multiplicity: 1
Kohn-Sham gap, eV: 8.46
HOMO, eV: -7.81
SMILES string: C=C(C)N.CSSC
Charge: 0

=====

ORCA calculation (ωB97M-V/def2-TZVPD) on 2 unconnected molecules or ions with the total composition C5H13O.

The geometry in XYZ format:
```
19
Properties=species:S:1:pos:R:3:mulliken_charge:R:1
C -0.16 1.93 0.48 -0.40
O -0.71 0.74 0.15 -0.77
C -0.76 2.54 1.76 -1.13
H -0.25 2.69 -0.33 0.24
H 0.95 1.86 0.67 0.18
H -0.23 3.46 2.06 0.37
H -0.66 1.80 2.56 0.26
H -1.82 2.76 1.61 0.26
C 0.81 -1.92 0.42 -0.87
C 0.06 -2.11 -0.89 -0.24
C 0.58 -1.17 -1.97 -0.94
H 1.89 -2.10 0.30 0.31
H 0.46 -2.63 1.17 0.28
H 0.64 -0.89 0.77 0.11
H -0.98 -1.87 -0.70 0.22
H 0.12 -3.15 -1.24 0.38
H 0.08 -1.33 -2.94 0.29
H 0.34 -0.16 -1.63 0.16
H 1.66 -1.30 -2.11 0.30
```

Multiplicity: 1
Kohn-Sham gap, eV: 6.83
HOMO, eV: -2.43
Charge: -1

=====

ORCA calculation (ωB97M-V/def2-TZVPD) on 2 unconnected molecules or ions with the total composition C5H13O2.

The geometry in XYZ format:
```
20
Properties=species:S:1:pos:R:3:mulliken_charge:R:1
C -0.57 1.10 1.04 -0.54
O 0.74 0.74 1.38 -0.85
C -1.53 -0.30 0.80 -0.64
C -2.00 -0.81 -0.67 -0.60
C -0.72 -0.67 -1.66 -0.18
C -0.02 -2.03 -1.83 -1.13
H -1.19 1.64 1.86 0.22
H -0.68 1.89 0.25 0.26
H -2.52 -0.54 1.44 0.24
H -0.72 -0.91 1.08 0.25
H -2.80 -0.13 -1.03 0.30
H -2.33 -1.84 -0.49 0.33
H -0.03 0.06 -1.11 0.15
H -1.09 -0.36 -2.69 0.35
H -0.88 -2.80 -1.71 0.21
H 0.63 -1.96 -1.00 0.30
H 0.49 -2.15 -2.74 0.36
H 3.72 1.13 1.36 0.25
H 2.52 1.72 0.77 0.42
O 3.50 1.82 0.87 -0.68
```

Multiplicity: 1
Kohn-Sham gap, eV: 7.04
HOMO, eV: -3.02
Charge: -1

=====

ORCA calculation (ωB97M-V/def2-TZVPD) on 2 unconnected molecules or ions with the total composition C5H13O2S.

The geometry in XYZ format:
```
21
Properties=species:S:1:pos:R:3:mulliken_charge:R:1
C 0.00 -0.96 2.39 -1.08
C 2.08 0.03 1.28 -1.16
C -0.47 -1.07 -2.07 -1.00
C -1.77 1.52 -1.74 -1.09
C 0.71 0.15 1.80 0.74
O 0.89 1.16 -1.43 -0.67
O -0.66 0.14 0.11 -0.65
S -0.37 0.49 -1.26 1.21
H -0.22 -0.87 3.44 0.38
H -0.89 -1.04 1.87 0.38
H 0.74 -1.82 2.27 0.30
H 2.12 -0.74 0.46 0.34
H 2.80 -0.37 2.08 0.40
H 2.52 0.97 0.93 0.32
H -0.32 -0.91 -3.10 0.44
H -1.53 -1.14 -2.01 0.39
H 0.25 -1.86 -1.69 0.28
H -2.45 1.54 -0.92 0.39
H -2.23 1.23 -2.71 0.38
H -1.33 2.48 -1.64 0.39
H 0.15 1.08 1.92 0.32
```

Multiplicity: 1
Kohn-Sham gap, eV: 9.91
HOMO, eV: -15.08
Charge: +1

=====

ORCA calculation (ωB97M-V/def2-TZVPD) on a molecular structure, C5H13O3PReS2SbSe4.

The geometry in XYZ format:
```
30
Properties=species:S:1:pos:R:3:lowdin_spin:R:1
Re 0.56 -0.61 1.83 0.88
C -5.44 -2.28 3.24 0.00
C -4.37 -2.74 2.29 0.00
O -3.46 -1.63 2.08 0.01
P -1.98 -1.81 1.51 0.02
S -1.53 0.17 1.55 0.04
S -0.64 -2.40 2.89 -0.01
O -2.33 -2.89 0.45 0.02
C -1.67 -3.94 -0.29 0.00
C -2.75 -4.81 -0.88 0.00
H -6.12 -3.11 3.45 0.00
H -6.02 -1.47 2.80 0.00
H -5.01 -1.94 4.18 0.00
H -4.78 -3.03 1.32 0.00
H -3.81 -3.59 2.69 0.00
H -1.05 -4.50 0.41 0.00
H -1.06 -3.49 -1.06 0.00
H -3.38 -5.24 -0.11 0.00
H -2.29 -5.62 -1.44 0.00
H -3.37 -4.23 -1.57 0.00
C 1.03 -2.48 0.11 0.01
O -0.03 -1.54 0.21 0.05
H 1.43 -2.53 -0.90 0.00
H 0.74 -3.46 0.50 0.00
H 1.86 -2.14 0.77 0.01
Se 3.28 3.33 5.35 -0.01
Sb 3.96 2.28 3.43 0.00
Se 1.39 1.68 2.28 -0.03
Se 5.62 2.04 1.86 -0.01
Se 2.56 -0.24 3.35 0.02
```

Multiplicity: 2
Kohn-Sham gap (alpha / beta), eV: 6.04 / 6.13
HOMO (alpha / beta), eV: -11.86 / -11.69
Charge: +1